Entry 1:
26
Properties=species:S:1:pos:R:3:forces:R:3:lowdin_charge:R:1 method="wB97M-V/def2-TZVPD" spin_multiplicity=1 e_tot_ha=-841.8588 de_lowest_kcal_mol=102.94 e_homo_ev=-8.62
H -2.205 1.917 0.931 -2.1910 1.1010 0.5649 0.075
H -0.210 -1.272 0.611 -2.6882 -0.2815 -0.7601 0.143
C -2.187 -0.378 1.070 -1.9792 1.2673 -3.1270 -0.180
N 1.881 1.597 1.016 -0.3307 -0.2647 -0.2947 -0.172
H 2.845 -0.603 0.854 1.2505 -0.0310 0.8136 0.057
S 2.158 1.048 -0.613 -0.4096 1.2794 1.1951 0.839
H 1.061 2.182 0.950 0.1805 0.3163 0.4520 0.000
H -0.835 1.284 1.604 -0.6387 -0.5639 -0.8411 0.114
H 2.645 1.994 1.610 -0.7081 -0.5207 -1.3448 0.087
H -2.241 -1.119 -1.681 -1.9450 -0.1605 -0.8769 0.085
C -0.858 0.483 -1.548 0.7290 0.5830 2.3246 -0.109
H 2.384 -2.762 -0.327 -0.4782 0.8233 -0.1524 0.085
C 2.080 -1.757 -0.668 -1.0650 1.2911 -1.0331 -0.010
O 3.437 1.631 -1.000 1.0674 -0.1522 -0.5716 -0.499
C 2.435 -0.604 -0.120 0.6346 -1.3729 1.1464 -0.368
H -0.136 0.771 -2.322 -0.9053 -0.4503 -0.2827 0.096
H -3.364 -0.469 0.850 2.5377 0.3063 0.0624 0.151
H -2.117 -0.608 2.078 0.3312 -0.4150 1.9763 0.063
H -0.620 2.289 -0.654 1.5058 3.7373 -0.3658 0.051
H -0.665 -1.629 -1.800 0.1748 -0.0958 -0.0377 0.088
C -0.945 1.357 -0.525 -2.1812 -4.7450 -0.2567 -0.161
H -1.687 -2.394 0.370 0.2182 0.6234 -0.3907 0.112
C -1.306 -0.931 -1.264 1.2806 -0.4763 -0.1426 -0.222
H 1.327 -1.538 -1.450 0.7945 -1.2797 -0.2155 0.049
C -1.356 -1.345 0.206 2.3774 0.4344 1.5240 -0.204
C -1.624 1.067 0.804 2.4380 -0.9531 0.6343 -0.172

***

Entry 2:
26
Properties=species:S:1:pos:R:3:forces:R:3:lowdin_charge:R:1 method="wB97M-V/def2-TZVPD" spin_multiplicity=1 smiles="COPCC(=C=O)C(C)(C)C" e_tot_ha=-805.5227 de_lowest_kcal_mol=110.76 e_homo_ev=-7.96
H 0.741 -0.849 -3.423 0.1814 -0.2609 0.3999 0.064
H 2.525 0.462 -2.333 0.8207 1.0704 -2.0500 0.046
C -1.157 -0.822 0.226 0.6540 0.1103 2.4427 -0.241
O 1.654 -2.005 1.849 -0.2160 0.6442 -2.7361 0.132
P -2.473 0.441 1.312 1.2780 -0.5700 -1.2873 0.882
C 0.429 1.357 -1.240 -2.1221 1.5929 2.1483 -0.096
H -1.286 -1.753 0.809 -0.7703 0.1920 -0.9522 0.060
H 0.627 1.868 -0.264 0.1236 -0.2367 -0.7193 0.104
H 2.846 -1.125 -1.664 -0.2517 0.2321 0.2036 0.096
C 0.136 -0.835 -2.510 -0.4297 3.2189 0.1158 -0.026
C 1.223 -1.514 0.846 -1.0626 0.1524 2.7883 -0.129
C 0.911 -0.036 -1.226 -0.3493 -3.1440 -1.9245 -0.514
H 2.954 0.396 -0.697 0.5258 0.0786 0.5984 0.080
O -2.134 0.288 2.890 -0.5033 0.8642 0.6860 -0.548
H -1.737 -0.659 -0.699 0.6554 -0.9029 0.1064 0.036
C 2.443 -0.120 -1.485 -1.6795 -0.8645 1.2512 -0.045
H -3.465 -0.594 1.355 0.3951 0.1547 -0.2434 -0.053
C 0.445 -0.793 0.048 -1.2755 1.3759 -1.2563 -0.211
H -0.109 -1.768 -2.121 -0.1520 -1.9199 0.1270 0.030
H -1.269 1.062 4.591 0.0721 -0.3841 -0.3312 0.084
H -0.228 0.620 3.134 -0.1064 0.9411 1.0067 0.090
H -1.044 2.194 3.323 -0.8546 0.4963 -1.0082 0.066
C -1.154 1.138 3.503 1.6658 -2.2002 0.0848 -0.162
H -0.881 -0.369 -2.877 1.8956 -0.4728 1.0748 0.101
H 0.685 2.032 -2.025 0.9863 0.0458 -0.8352 0.076
H -0.682 1.382 -1.323 0.5191 -0.2140 0.3098 0.076

***

Entry 3:
25
Properties=species:S:1:pos:R:3:forces:R:3:lowdin_charge:R:1 method="wB97M-V/def2-TZVPD" spin_multiplicity=1 smiles="CC=P(=S)C(C)(C)/C=C/C" e_tot_ha=-1053.3236 de_lowest_kcal_mol=14.91 e_homo_ev=-7.97
C 0.862 0.373 -1.507 -0.1175 -0.0059 -0.0772 -0.086
H 2.067 0.375 1.474 0.1212 -0.0285 0.1285 0.118
H 1.285 3.745 1.912 0.0111 0.0474 0.0603 0.075
C -1.916 -1.378 -1.035 0.4602 1.1619 1.0124 -0.383
H 0.303 1.303 -1.598 0.0451 0.0267 -0.0615 0.081
H 1.951 2.374 2.821 0.0292 0.0375 0.0431 0.075
P -1.167 -0.524 0.204 -0.0893 -1.1516 -0.6604 0.517
H 0.274 2.893 3.076 0.0138 0.0614 0.0824 0.077
C 1.347 -1.602 -0.012 -0.0739 -0.1045 0.0583 -0.099
H 0.924 -2.299 -0.734 0.0559 -0.0267 -0.0163 0.076
C 0.676 -0.234 -0.119 -0.7121 -0.0382 0.0363 -0.674
S -1.852 -0.395 2.012 0.0017 0.0712 -0.2869 0.218
C 0.589 1.835 1.268 0.2220 0.0425 -0.0534 -0.210
H -3.379 -2.923 -0.948 -0.0577 0.0230 -0.0006 0.076
H 1.918 0.590 -1.667 0.0786 -0.0051 0.0017 0.090
H -3.762 -1.491 0.018 -0.0524 -0.0908 -0.0995 0.039
H 1.206 -2.013 0.988 0.0478 -0.0581 -0.0173 0.086
H -1.431 -1.441 -1.994 0.2618 -0.0156 -0.1357 0.048
C 1.176 0.693 0.947 -0.0373 0.2350 -0.0135 -0.167
H 2.416 -1.506 -0.203 0.0877 0.0488 0.0130 0.088
H -0.313 2.139 0.743 -0.0611 -0.0393 -0.0213 0.098
H 0.533 -0.313 -2.284 -0.0196 -0.0331 -0.1088 0.069
H -3.934 -1.455 -1.754 0.0000 -0.0137 0.0438 0.071
C 1.060 2.763 2.331 -0.0113 0.0050 -0.0148 -0.091
C -3.329 -1.830 -0.925 -0.2040 -0.1493 0.0874 -0.193

***

Entry 4:
24
Properties=species:S:1:pos:R:3:forces:R:3:lowdin_charge:R:1 method="wB97M-V/def2-TZVPD" spin_multiplicity=1 e_tot_ha=-314.3189 de_lowest_kcal_mol=47.45 e_homo_ev=-8.44
C 1.447 1.412 0.350 0.0965 -0.1325 -0.0676 -0.070
C 2.715 -0.744 0.072 -0.1801 0.0448 -0.0279 -0.073
C -1.370 0.146 -1.631 -0.1734 -0.0429 0.1086 -0.093
H -1.663 1.364 0.883 0.1252 0.0530 0.1246 0.064
H 0.649 -0.874 1.765 0.5984 -0.2416 0.0495 0.116
C -1.708 -0.484 -0.290 -1.1696 -2.7454 -1.1956 -0.414
H 3.043 -0.705 1.112 -0.0181 -0.0374 0.0527 0.079
H -0.766 1.043 -1.531 0.1942 0.0685 -0.0128 0.063
H 2.223 1.938 -0.203 0.0402 0.0564 -0.0408 0.078
H 0.506 1.937 0.206 -0.0604 0.0599 -0.0385 0.057
H -3.244 0.931 0.242 -0.0054 -0.0192 -0.0509 0.077
H -2.299 0.448 -2.117 -0.0184 0.0554 -0.0507 0.078
H 1.104 -0.095 -1.162 -0.0789 0.0106 0.0603 0.115
H 2.652 -1.784 -0.237 0.0511 -0.0845 0.0192 0.079
H -1.184 -2.104 1.159 0.1156 -0.2615 -0.1763 0.082
H -2.493 -1.222 -0.482 -0.6205 0.4999 -0.4045 0.105
H 3.473 -0.245 -0.536 -0.0358 0.0200 -0.0205 0.079
H 1.701 1.467 1.410 0.0054 -0.0201 0.0626 0.083
H -0.868 -0.568 -2.276 0.0894 0.0018 -0.1318 0.080
C 1.356 -0.051 -0.102 -0.3871 0.6284 0.0516 -0.429
C -0.681 -1.590 0.338 -1.0455 4.3064 0.6716 -0.031
H -2.600 0.051 1.626 0.0422 0.0368 0.0718 0.076
C 0.340 -0.799 0.719 1.9053 -1.8239 1.0250 -0.126
C -2.332 0.528 0.684 0.5298 -0.4327 -0.0797 -0.075

***

Number 1: molecular weight 173.28 u. Number 2: molecular weight 174.18 u. Number 3: molecular weight 174.25 u. Number 4: molecular weight 112.22 u.